(1)
# C7H9N

The molecule C7H9N at a distorted geometry (ωB97M-V/def2-TZVPD, OMol25).

Relative energy (zero: lowest compared OMol25 entry of this formula, charge and spin) ... 184.73 kJ/mol
E_HOMO ... -8.32 eV
SMILES string ... C1=C2CNCC2=CC1
Kohn-Sham gap ... 9.37 eV
LUMO level ... 0.03848 Ha

```
! wB97M-V def2-TZVPD RIJCOSX def2/J DEFGRID3
* xyz 0 1
C 1.407 -1.168 0.199
C 1.455 1.125 0.118
C 0.010 0.692 0.051
C -1.278 1.194 0.035
C -2.214 -0.001 -0.078
C -1.294 -1.196 -0.086
C -0.040 -0.752 0.002
H 1.494 -1.309 1.299
H 1.692 -2.123 -0.305
H 2.162 -0.058 -1.317
H 1.694 2.123 -0.394
H 1.747 1.296 1.195
H -1.547 2.235 0.014
H -3.074 -0.051 0.661
H -2.735 0.211 -1.086
H -1.706 -2.192 0.018
N 2.223 -0.026 -0.326
*
```

Here are the Löwdin charges for atoms 1 to 5, given in e: -0.14 -0.19 -0.19 -0.02 -0.20

=====

(2)
# C26H22Br2N6O6S2Ta

A structure of composition C26H22Br2N6O6S2Ta (ωB97M-V/def2-TZVPD, OMol25).

Relative energy (zero: lowest compared OMol25 entry of this formula, charge and spin) ... 135.15 kJ/mol
E_HOMO (spin up / spin down) ... -6.05 / -8.51 eV
<S²> ... 0.773
Kohn-Sham gap (spin up / spin down) ... 5.54 / 7.91 eV
LUMO level (spin up / spin down) ... -0.01868 / -0.02219 Ha

```
! wB97M-V def2-TZVPD RIJCOSX def2/J DEFGRID3
* xyz 0 2
Ta -0.410 0.732 -0.125
C 1.026 0.751 3.718
C 1.020 -0.270 2.614
O 0.530 0.212 1.420
C 0.674 -1.736 2.927
C -0.174 -2.464 1.936
C 0.452 -3.502 1.068
N -1.401 -2.157 1.779
N -1.942 -1.204 2.627
C -2.291 -0.111 2.070
O -2.056 0.176 0.783
C -2.957 0.954 2.858
C -3.268 0.743 4.201
C -3.863 1.750 4.938
C -4.151 2.974 4.346
C -3.846 3.186 3.010
C -3.250 2.178 2.265
H 1.631 1.607 3.422
H 1.442 0.325 4.630
H 0.005 1.087 3.912
H 0.451 -1.949 3.970
H 1.018 -4.212 1.674
H 1.159 -3.021 0.386
H -0.301 -4.030 0.486
H -3.035 -0.213 4.649
H -4.102 1.584 5.981
H -4.613 3.762 4.927
H -4.067 4.137 2.545
H -3.014 2.341 1.223
Br -3.857 0.460 -1.963
C -2.514 1.699 -2.474
C -2.710 2.426 -3.601
C -1.843 3.510 -3.899
C -0.942 3.884 -2.929
C -0.809 3.117 -1.784
N -1.471 1.890 -1.603
C 0.000 3.533 -0.646
O 0.613 4.565 -0.541
O -0.018 2.585 0.333
H -3.561 2.205 -4.228
H -1.961 4.070 -4.814
H -0.339 4.778 -3.006
S 3.535 -1.746 2.224
C 2.042 -1.333 2.553
Br 7.657 0.222 -1.755
C 5.915 0.946 -1.871
C 5.737 2.240 -2.343
N 4.541 2.809 -2.440
C 3.479 2.101 -2.066
C 3.567 0.795 -1.599
C 4.819 0.202 -1.493
C 2.372 0.006 -1.183
O 2.449 -1.136 -0.796
O 1.226 0.671 -1.266
H 6.589 2.835 -2.647
H 2.517 2.592 -2.146
H 4.907 -0.809 -1.121
N -2.554 -2.666 -2.922
C -2.094 -2.261 -1.732
N -2.718 -2.633 -0.637
S -0.631 -1.350 -1.753
H -3.395 -3.211 -3.011
H -2.150 -2.260 -3.747
H -3.582 -3.148 -0.691
H -2.296 -2.453 0.295
*
```

Here are the Löwdin charges for atoms 1 to 5, given in e: 1.76 0.03 -0.50 -0.24 -0.12

=====

(3)
# C31H40BFeNO2S

A structure of composition C31H40BFeNO2S at a distorted geometry (ωB97M-V/def2-TZVPD, OMol25).

Relative energy (zero: lowest compared OMol25 entry of this formula, charge and spin) ... 209.51 kJ/mol
E_HOMO (spin up / spin down) ... -3.74 / -7.91 eV
<S²> ... 6.038
Kohn-Sham gap (spin up / spin down) ... 4.31 / 5.05 eV
LUMO level (spin up / spin down) ... 0.02108 / -0.10538 Ha

```
! wB97M-V def2-TZVPD RIJCOSX def2/J DEFGRID3
* xyz 0 5
C 3.784 4.685 1.969
C 2.725 3.841 1.382
C 2.432 3.728 0.023
C 1.253 2.968 -0.233
C 0.640 2.478 0.931
B 3.062 -1.822 1.762
C -0.776 2.339 1.127
C -1.318 2.344 2.437
C -2.649 2.623 2.643
C -3.493 2.871 1.528
N -4.786 3.244 1.708
C -5.638 3.499 0.575
C -5.399 3.299 3.013
C -2.977 2.763 0.212
C -1.648 2.474 0.011
O 4.082 -1.742 0.838
C 5.067 -0.929 1.536
C 6.404 -1.414 1.015
C 4.914 0.525 1.090
C 4.743 -1.175 3.085
C 5.629 -2.242 3.713
C 4.728 0.087 3.936
O 3.383 -1.699 3.088
S 1.667 2.873 2.335
H 4.271 5.237 1.168
H 3.381 5.392 2.695
H 4.526 4.063 2.465
H 3.048 4.195 -0.743
H 0.837 2.816 -1.227
H -0.680 2.173 3.306
H -3.052 2.692 3.652
H -5.338 4.413 0.046
H -5.580 2.674 -0.145
H -6.654 3.601 0.956
H -5.254 2.355 3.562
H -4.979 4.112 3.626
H -6.465 3.481 2.839
H -3.631 2.936 -0.644
H -1.251 2.420 -1.004
H 7.214 -0.791 1.397
H 6.581 -2.460 1.284
H 6.398 -1.309 -0.076
H 5.800 1.089 1.412
H 4.868 0.563 -0.008
H 4.014 1.019 1.487
H 6.669 -1.898 3.773
H 5.289 -2.453 4.734
H 5.590 -3.177 3.146
H 5.700 0.603 3.910
H 3.937 0.784 3.618
H 4.536 -0.176 4.981
C 1.750 -0.168 -0.077
C 1.574 -0.801 1.261
C 0.703 -2.049 1.148
C 1.225 -3.349 0.692
C 0.117 -4.183 0.289
C -1.108 -3.414 0.484
C -0.736 -2.102 0.976
Fe -0.075 -3.596 2.143
C -1.361 -3.902 3.607
C -0.174 -3.183 4.050
C 0.992 -4.007 3.732
C 0.510 -5.242 3.139
C -0.931 -5.172 3.053
H 2.249 -0.838 -0.794
H 0.767 0.077 -0.504
H 2.312 0.762 -0.038
H 1.281 -0.171 2.107
H 2.290 -3.582 0.596
H 0.204 -5.191 -0.105
H -2.125 -3.731 0.259
H -1.369 -1.232 1.141
H -2.395 -3.592 3.742
H -0.164 -2.248 4.599
H 2.023 -3.782 3.987
H 1.117 -6.107 2.885
H -1.589 -5.974 2.725
*
```

Here are the Löwdin charges for atoms 1 to 5, given in e: -0.10 -0.60 -0.11 -0.13 -0.44

=====

(4)
# C4H8N2O

A cluster of 2 separate species, C4H8N2O in total (ωB97M-V/def2-TZVPD, OMol25).

Relative energy (zero: lowest compared OMol25 entry of this formula, charge and spin) ... 325.33 kJ/mol
E_HOMO ... -8.98 eV
SMILES string ... N=C=CCO.C=N
Kohn-Sham gap ... 9.65 eV
LUMO level ... 0.02467 Ha

```
! wB97M-V def2-TZVPD RIJCOSX def2/J DEFGRID3
* xyz 0 1
C -1.792 0.477 1.416
N -0.543 0.362 1.597
C 0.742 0.211 -1.402
C 1.858 -0.274 -0.504
O 2.192 0.661 0.492
C -0.404 -0.415 -1.489
N -1.450 -1.058 -1.602
H -2.511 -0.341 1.537
H -2.199 1.445 1.119
H -2.160 -0.801 -0.911
H -0.304 -0.596 1.865
H 0.857 1.153 -1.927
H 2.771 -0.437 -1.087
H 1.571 -1.250 -0.078
H 1.372 0.863 0.973
*
```

Here are the Löwdin charges for atoms 1 to 5, given in e: -0.12 0.04 -0.09 -0.29 -0.09

=====

(5)
# C25H46FINO10S4

A cluster of 8 separate species, C25H46FINO10S4 in total at a distorted geometry (ωB97M-V/def2-TZVPD, OMol25).

Relative energy (zero: lowest compared OMol25 entry of this formula, charge and spin) ... 259.39 kJ/mol
E_HOMO ... -4.95 eV
Kohn-Sham gap ... 6.97 eV
LUMO level ... 0.07434 Ha

```
! wB97M-V def2-TZVPD RIJCOSX def2/J DEFGRID3
* xyz -1 1
C 0.567 -2.118 1.891
C -0.440 -0.859 1.900
O -0.852 -0.328 2.942
N -1.138 -0.584 0.642
H -0.469 -0.227 -0.006
H -1.420 -1.394 0.275
C -2.110 0.508 0.569
H 1.213 -2.148 2.657
H 1.207 -1.927 1.075
H 0.209 -3.115 1.740
H -1.551 1.369 0.718
H -2.920 0.158 1.297
H -2.514 0.663 -0.376
I -3.112 -3.294 -0.691
O 0.720 -0.002 -1.045
H 0.821 1.067 -1.267
F 3.641 4.370 0.702
C 2.698 4.107 1.702
C 2.390 5.052 2.748
C 1.556 4.972 3.758
C 0.948 3.642 3.879
C 1.263 2.597 2.977
C 2.092 2.885 1.911
H 2.881 6.159 2.719
H 1.439 5.835 4.510
H 0.202 3.509 4.835
H 0.989 1.540 3.113
H 2.516 2.117 1.299
C -2.094 2.935 -3.913
C -1.922 1.323 -4.035
C -3.290 0.804 -4.064
S -4.337 1.951 -3.329
O -4.111 1.969 -1.908
O -5.665 1.596 -3.862
C -3.589 3.262 -4.023
H -1.588 3.199 -4.807
H -1.956 3.336 -2.979
H -1.301 1.061 -3.128
H -1.316 1.156 -4.885
H -3.207 -0.150 -3.785
H -3.350 0.811 -5.282
H -3.919 4.157 -3.554
H -3.842 3.383 -5.062
C 2.854 -4.609 -1.440
C 2.870 -5.128 -0.030
C 4.215 -4.969 0.473
S 5.355 -5.007 -0.951
O 6.111 -6.282 -0.944
O 6.042 -3.788 -1.015
C 4.157 -5.034 -2.212
H 2.799 -3.483 -1.582
H 2.112 -4.960 -2.216
H 2.540 -6.264 -0.004
H 2.068 -4.424 0.518
H 4.522 -5.693 1.092
H 4.328 -4.125 0.890
H 3.966 -6.028 -2.268
H 4.427 -4.367 -2.990
C -6.156 -0.975 0.704
C -7.028 -0.373 -0.281
C -7.538 0.930 -0.034
S -6.522 1.336 1.424
O -7.374 1.947 2.470
O -5.364 2.124 0.998
C -5.943 -0.196 1.964
H -5.141 -1.256 0.289
H -6.384 -2.132 1.050
H -7.981 -0.933 -0.551
H -6.319 -0.310 -1.234
H -8.583 0.745 0.267
H -7.562 1.658 -0.633
H -6.612 -0.876 2.688
H -4.721 -0.109 2.272
C 5.527 1.663 0.901
C 4.622 1.041 -0.211
C 4.734 -0.334 -0.092
S 5.068 -0.705 1.669
O 6.380 -1.308 1.703
O 3.948 -1.379 2.295
C 5.201 0.956 2.234
H 5.154 2.669 0.762
H 6.672 1.562 0.647
H 5.039 1.217 -1.338
H 3.449 1.238 -0.197
H 5.676 -0.643 -0.479
H 3.845 -0.872 -0.179
H 5.811 0.777 2.915
H 4.396 1.354 2.793
*
```

Here are the Löwdin charges for atoms 1 to 5, given in e: 0.05 -0.27 0.08 0.02 0.00

=====

(6)
# C4H43NNbO15

A structure of composition C4H43NNbO15 at a distorted geometry (ωB97M-V/def2-TZVPD, OMol25).

Relative energy (zero: lowest compared OMol25 entry of this formula, charge and spin) ... 78.78 kJ/mol
E_HOMO ... -4.17 eV
Kohn-Sham gap ... 6.19 eV
LUMO level ... 0.07404 Ha

```
! wB97M-V def2-TZVPD RIJCOSX def2/J DEFGRID3
* xyz -1 1
C -0.520 1.844 2.343
Nb -1.144 -0.371 2.504
C -1.124 -0.419 0.222
C 0.260 -0.620 -0.437
C 1.363 -1.595 0.135
N 0.557 0.002 -1.544
H -0.149 2.249 3.313
H 0.282 1.844 1.563
H -1.381 2.467 1.996
H -2.905 0.133 2.554
H -1.639 -2.141 2.648
H 0.587 -0.907 2.674
H -1.189 -0.282 4.339
H -1.469 0.595 -0.110
H -1.869 -1.134 -0.220
H 0.939 -2.473 0.659
H 1.931 -1.000 0.886
H 2.090 -1.888 -0.657
H 1.511 -0.251 -1.827
O 3.860 0.347 -1.414
H 3.596 1.225 -1.712
H 4.501 0.525 -0.715
O 2.300 2.768 0.556
H 2.145 1.866 0.245
H 1.789 3.310 -0.052
O 4.662 -0.941 1.072
H 4.697 -1.455 0.256
H 3.764 -1.084 1.397
O 3.433 -1.893 -3.717
H 3.709 -1.830 -4.636
H 3.646 -1.026 -3.347
O -3.765 1.454 0.576
H -3.921 1.366 -0.372
H -4.402 2.116 0.859
O -0.710 1.251 -4.684
H 0.016 1.858 -4.852
H -0.346 0.629 -4.036
O -1.593 4.889 2.920
H -1.013 4.998 3.678
H -1.031 5.091 2.166
O 5.876 -3.616 1.030
H 6.746 -3.707 0.631
H 5.913 -2.767 1.494
O -0.799 -1.624 6.192
H -1.178 -2.046 6.972
H 0.151 -1.660 6.343
O 3.131 -4.379 0.809
H 2.737 -4.797 1.581
H 4.086 -4.431 0.972
O -3.193 -4.227 1.741
H -2.642 -4.064 2.513
H -2.637 -3.957 1.000
O -4.881 2.349 -2.244
H -5.035 2.259 -3.190
H -5.521 3.013 -1.964
O -1.564 3.393 -7.120
H -0.840 4.002 -7.292
H -1.203 2.774 -6.473
O -3.139 -3.801 -1.084
H -2.859 -3.750 -2.003
H -4.085 -3.970 -1.135
O -3.256 4.609 -1.069
H -3.398 3.707 -1.388
H -3.755 5.155 -1.683
*
```

Here are the Löwdin charges for atoms 1 to 5, given in e: -0.38 1.20 -0.36 -0.47 -0.11

=====

(7)
# C26H40N4O3RuS2Si4

A structure of composition C26H40N4O3RuS2Si4 at a distorted geometry (ωB97M-V/def2-TZVPD, OMol25).

Relative energy (zero: lowest compared OMol25 entry of this formula, charge and spin) ... 466.65 kJ/mol
E_HOMO (spin up / spin down) ... -3.68 / -3.58 eV
<S²> ... 0.920
Kohn-Sham gap (spin up / spin down) ... 4.91 / 4.84 eV
LUMO level (spin up / spin down) ... 0.04521 / 0.04596 Ha

```
! wB97M-V def2-TZVPD RIJCOSX def2/J DEFGRID3
* xyz -1 2
Ru -0.229 -0.075 1.254
C -0.806 5.219 2.386
C -2.062 4.635 2.303
C -2.248 3.440 1.620
C -1.176 2.801 1.001
C 0.083 3.389 1.099
C 0.271 4.578 1.784
N -1.290 1.554 0.341
C -2.360 1.267 -0.434
C -3.329 2.192 -0.907
C -4.358 1.787 -1.728
C -4.485 0.450 -2.131
C -3.540 -0.461 -1.711
C -2.485 -0.047 -0.899
N -1.489 -0.914 -0.432
N -1.684 -2.208 -0.640
C -1.026 -2.971 0.259
C -1.155 -4.375 0.150
C -0.634 -5.178 1.123
C 0.035 -4.591 2.204
C 0.168 -3.223 2.216
N -0.323 -2.411 1.255
H -0.664 6.145 2.929
H -2.909 5.102 2.793
H -3.219 2.962 1.616
H 0.923 2.873 0.648
H 1.267 4.999 1.861
H -3.246 3.229 -0.620
H -5.081 2.520 -2.064
H -5.303 0.138 -2.767
H -3.583 -1.502 -2.003
H -1.694 -4.769 -0.702
H -0.749 -6.254 1.063
H 0.443 -5.182 3.012
H 0.682 -2.737 3.023
O -1.065 0.347 5.303
S -0.838 0.186 3.899
O 0.453 -0.744 3.719
O -0.473 1.409 3.139
S -2.267 -0.695 2.881
C 0.116 -3.160 -3.110
Si 1.306 -2.211 -2.030
C 2.741 -1.725 -3.145
C 2.123 -3.377 -0.815
Si 0.446 -0.260 -0.964
Si 1.927 -0.062 2.872
C 2.971 -1.562 3.294
C 2.938 0.484 1.351
C 2.371 1.331 4.042
Si 0.153 1.256 -2.739
C 1.874 1.574 -3.435
C -0.483 2.972 -2.409
C -0.879 0.534 -4.116
H 0.565 -4.121 -3.386
H -0.106 -2.602 -4.025
H -0.831 -3.342 -2.601
H 3.365 -2.611 -3.309
H 3.369 -0.947 -2.699
H 2.403 -1.364 -4.120
H 2.420 -4.299 -1.328
H 1.489 -3.651 0.025
H 3.023 -2.906 -0.403
H 2.750 -2.426 2.658
H 2.834 -1.863 4.337
H 4.023 -1.302 3.136
H 3.057 -0.339 0.639
H 3.924 0.733 1.780
H 2.550 1.360 0.830
H 1.545 1.632 4.685
H 2.688 2.215 3.483
H 3.201 1.008 4.681
H 2.584 1.848 -2.647
H 1.816 2.408 -4.143
H 2.283 0.714 -3.960
H -0.065 3.403 -1.497
H -1.567 2.987 -2.309
H -0.199 3.606 -3.256
H -0.413 -0.357 -4.550
H -0.997 1.285 -4.904
H -1.872 0.252 -3.756
*
```

Here are the Löwdin charges for atoms 1 to 5, given in e: 0.88 -0.11 -0.09 -0.05 -0.32

=====

(8)
# C6H15NO2

A structure of composition C6H15NO2 (ωB97M-V/def2-TZVPD, OMol25).

Relative energy (zero: lowest compared OMol25 entry of this formula, charge and spin) ... 205.31 kJ/mol
E_HOMO ... -8.31 eV
Kohn-Sham gap ... 9.17 eV
LUMO level ... 0.03171 Ha

```
! wB97M-V def2-TZVPD RIJCOSX def2/J DEFGRID3
* xyz 0 1
C -1.160 -0.899 -0.584
C 0.813 0.809 -0.658
C 0.043 -0.907 -1.262
C 1.479 0.455 0.673
C -2.249 -0.045 -1.109
C 2.696 -0.454 0.575
N -1.316 -1.444 0.636
O -1.532 1.351 1.624
O -0.072 1.698 -0.666
H -1.673 2.208 2.033
H -1.005 1.544 0.813
H 1.538 0.813 -1.492
H -1.986 -1.018 1.255
H -0.507 -1.852 1.074
H 0.810 -1.605 -0.970
H 0.003 -0.700 -2.316
H 0.743 0.056 1.370
H 1.802 1.416 1.081
H -1.837 0.979 -1.102
H -3.145 -0.085 -0.498
H -2.487 -0.286 -2.143
H 3.347 -0.125 -0.237
H 2.428 -1.497 0.398
H 3.266 -0.411 1.504
*
```

Here are the Löwdin charges for atoms 1 to 5, given in e: -0.40 -0.41 -0.03 -0.22 -0.02